Record 1
{"formula": "C2H4F3N2O4S2", "method": "ωB97M-V with the def2-TZVPD basis set", "homo_energy_ha": -0.205, "gap_ev": 9.1, "charge": -1, "molar_mass_g_mol": 241.2, "energy_ha": -1585.0454, "symbols": ["S", "S", "F", "F", "F", "O", "O", "O", "O", "N", "N", "C", "C", "H", "H", "H", "H"], "coordinates": [[-0.8256, -1.4276, 0.3450], [1.3098, 0.5931, 0.7030], [3.3683, -0.8843, -0.3478], [1.4820, -0.9008, -1.4709], [2.7359, 0.8491, -1.4971], [-1.9410, -1.6064, -1.0061], [0.8121, -0.4997, 1.5346], [-1.4384, -2.2510, 1.3538], [2.3469, 1.2849, 1.3596], [-1.6509, 0.1325, 0.6686], [0.2662, 1.5410, 0.0942], [-1.1094, 1.1286, -0.2201], [2.2883, -0.1343, -0.7248], [-1.8513, 2.1071, -0.3423], [-2.7058, -0.9720, -0.8772], [-1.2720, 0.6101, -1.2054], [-1.8150, 0.4295, 1.6330]], "mulliken_charge": [0.97, 0.91, -0.25, -0.25, -0.25, -0.62, -0.63, -0.67, -0.68, -0.61, -0.47, -0.29, 0.69, 0.25, 0.35, 0.31, 0.26]}

Record 2
{"formula": "C2H4FIO", "method": "ωB97M-V with the def2-TZVPD basis set", "homo_energy_ha": -0.355, "gap_ev": 8.9, "molar_mass_g_mol": 190.0, "energy_ha": -551.2745, "symbols": ["I", "F", "O", "C", "C", "H", "H", "H", "H"], "coordinates": [[-0.0958, 2.2450, -3.2494], [2.3042, 0.9790, -0.7470], [-0.4293, 0.5395, -0.9606], [-0.0716, -0.2780, 0.1773], [0.1517, 1.6260, -1.2794], [0.6550, 0.3820, 0.7308], [0.4717, -1.1460, -0.3122], [-0.8676, -0.6661, 0.8100], [0.6939, 2.3616, -0.6797]], "mulliken_charge": [0.18, -0.72, -0.22, -0.51, 0.00, 0.33, 0.23, 0.26, 0.45]}